{
  "formula": "C7H28ClN14O7",
  "method": "ωB97M-V/def2-TZVPD",
  "total_charge": -1,
  "spin_multiplicity": 1,
  "e_tot_ha": -2036.33617,
  "symbols": ["Cl", "C", "O", "N", "N", "H", "H", "H", "H", "C", "O", "N", "N", "H", "H", "H", "H", "C", "O", "N", "N", "H", "H", "H", "H", "C", "O", "N", "N", "H", "H", "H", "H", "C", "O", "N", "N", "H", "H", "H", "H", "C", "O", "N", "N", "H", "H", "H", "H", "C", "O", "N", "N", "H", "H", "H", "H"],
  "coordinates": [[0.353, 0.332, 0.112], [3.455, 1.105, 0.855], [4.529, 1.465, 1.265], [2.428, 1.894, 0.734], [3.195, -0.042, 0.349], [1.558, 1.586, 0.326], [2.604, 2.849, 1.013], [4.043, -0.572, 0.204], [2.269, -0.136, -0.042], [-0.218, -0.356, 3.283], [-0.330, -0.886, 4.401], [-0.165, 0.912, 3.055], [0.071, -1.114, 2.286], [0.211, 1.088, 2.134], [-0.384, 1.628, 3.732], [0.220, -0.634, 1.410], [0.296, -2.098, 2.242], [0.146, -1.359, -2.775], [-0.029, -2.331, -3.489], [1.159, -1.175, -1.909], [-0.880, -0.634, -2.423], [1.952, -1.798, -1.845], [0.951, -0.535, -1.157], [-1.786, -0.771, -2.848], [-0.743, -0.060, -1.603], [-2.129, 2.513, 0.679], [-3.104, 3.223, 0.462], [-1.214, 2.286, -0.185], [-1.841, 2.066, 1.877], [-0.472, 1.631, 0.018], [-1.298, 2.665, -1.118], [-2.526, 2.230, 2.601], [-1.084, 1.409, 2.004], [-2.155, -1.532, 0.569], [-1.621, -2.309, 1.330], [-1.765, -0.344, 0.231], [-3.207, -1.870, 0.039], [-2.136, 0.068, -0.613], [-0.787, -0.148, 0.385], [-3.651, -2.752, 0.250], [-3.718, -1.101, -0.371], [1.419, -2.835, -0.157], [2.159, -2.431, -0.995], [0.496, -2.133, 0.445], [1.566, -3.979, 0.482], [-0.162, -2.573, 1.071], [0.438, -1.156, 0.193], [0.962, -4.303, 1.225], [2.205, -4.533, -0.070], [-0.672, 2.010, -2.297], [-1.763, 1.564, -2.044], [-0.397, 2.804, -3.331], [0.417, 1.805, -1.629], [0.527, 2.936, -3.717], [-1.113, 2.979, -4.022], [1.330, 2.170, -1.858], [0.388, 1.283, -0.764]]
}

{
  "formula": "C22H32Cl2N3O3Pr",
  "method": "ωB97M-V/def2-TZVPD",
  "spin_multiplicity": 3,
  "e_tot_ha": -2684.95660,
  "symbols": ["O", "C", "C", "C", "H", "C", "H", "C", "H", "C", "H", "C", "H", "H", "C", "C", "H", "H", "H", "C", "C", "H", "H", "H", "H", "Pr", "Cl", "Cl", "C", "O", "N", "C", "C", "H", "H", "H", "H", "H", "H", "H", "H", "H", "C", "C", "N", "H", "C", "O", "H", "H", "H", "H", "C", "C", "C", "N", "C", "C", "H", "H", "H", "H", "H"],
  "coordinates": [[-0.463, -2.555, -1.631], [-1.220, -2.739, -2.580], [-1.727, -4.019, -3.156], [-1.659, -5.255, -2.480], [-1.451, -5.270, -1.414], [-1.900, -6.455, -3.165], [-1.814, -7.421, -2.654], [-2.273, -6.438, -4.517], [-2.385, -7.372, -5.082], [-2.558, -5.197, -5.133], [-2.980, -5.174, -6.143], [-2.311, -3.999, -4.447], [-2.556, -3.027, -4.873], [-1.584, -1.828, -3.111], [2.541, -0.242, -3.026], [2.184, 0.609, -1.892], [3.161, 0.275, -3.784], [1.599, -0.593, -3.477], [3.072, -1.170, -2.757], [2.474, 1.839, -1.519], [3.664, 2.647, -2.002], [1.840, 2.441, -0.824], [4.054, 2.164, -2.897], [4.476, 2.723, -1.264], [3.358, 3.669, -2.249], [0.196, -0.226, -0.023], [1.410, -2.404, 0.608], [-1.292, 0.504, -2.186], [3.140, 0.603, 2.022], [1.934, 0.800, 1.692], [3.840, 1.428, 2.805], [3.212, 2.520, 3.551], [5.256, 1.228, 3.093], [3.706, -0.285, 1.668], [2.161, 2.625, 3.280], [3.756, 3.454, 3.340], [3.317, 2.328, 4.631], [5.643, 0.442, 2.453], [5.398, 0.961, 4.154], [5.811, 2.163, 2.918], [-1.829, 5.401, 1.224], [-4.189, 4.411, 0.785], [-1.471, 4.752, 0.409], [-3.716, 3.802, 0.008], [-2.319, 3.560, 0.331], [-0.424, 4.468, 0.574], [-1.839, 2.333, 0.492], [-0.654, 2.075, 0.818], [-4.208, 2.841, -0.066], [-2.553, 1.507, 0.269], [-1.576, 5.330, -0.522], [-3.801, 4.347, -0.936], [-2.939, -0.962, 4.471], [-2.896, -1.883, 3.428], [-2.058, -1.638, 2.332], [-1.337, -0.504, 2.209], [-1.320, 0.351, 3.259], [-2.125, 0.175, 4.391], [-3.589, -1.114, 5.332], [-3.507, -2.784, 3.432], [-1.929, -2.357, 1.507], [-0.642, 1.205, 3.164], [-2.110, 0.935, 5.164]]
}

{
  "formula": "C3H10N2O",
  "method": "ωB97M-V/def2-TZVPD",
  "spin_multiplicity": 1,
  "e_tot_ha": -304.89769,
  "symbols": ["C", "C", "C", "N", "N", "O", "H", "H", "H", "H", "H", "H", "H", "H", "H", "H"],
  "coordinates": [[-0.959, -0.130, -0.085], [1.274, -1.153, -1.122], [-1.552, 1.181, 0.394], [0.809, 0.120, -0.586], [1.450, 0.470, 0.532], [1.123, -0.325, 1.622], [0.088, -0.467, 1.434], [1.260, 1.446, 0.760], [-1.271, -0.340, -1.107], [-1.331, -1.007, 0.464], [0.712, -1.360, -2.030], [1.178, -1.987, -0.421], [2.326, -1.032, -1.386], [-1.069, 2.025, -0.100], [-1.420, 1.319, 1.470], [-2.617, 1.240, 0.162]]
}

{
  "formula": "C4H5NO4Rh",
  "method": "ωB97M-V/def2-TZVPD",
  "total_charge": 3,
  "spin_multiplicity": 5,
  "e_tot_ha": -620.07174,
  "symbols": ["Rh", "O", "C", "C", "O", "C", "O", "C", "O", "H", "H", "N", "H", "H", "H"],
  "coordinates": [[-0.181, 0.095, -0.196], [1.923, -0.381, -2.495], [1.149, -0.163, -1.668], [-1.619, 0.405, 1.166], [-2.433, 0.513, 1.963], [-1.275, -1.412, -0.963], [-1.923, -2.243, -1.429], [0.788, 1.736, 0.421], [1.396, 2.619, 0.839], [-1.076, 1.379, -1.880], [-1.617, 1.490, -1.326], [1.067, -0.897, 1.222], [2.055, -0.748, 0.979], [0.848, -1.880, 1.203], [0.898, -0.514, 2.161]]
}

{
  "formula": "C9H21ClN3O3Pt",
  "method": "ωB97M-V/def2-TZVPD",
  "total_charge": 1,
  "spin_multiplicity": 3,
  "e_tot_ha": -1324.62083,
  "symbols": ["Pt", "Cl", "C", "C", "O", "N", "C", "H", "H", "H", "H", "H", "H", "H", "C", "C", "O", "N", "C", "H", "H", "H", "H", "H", "H", "H", "C", "C", "O", "N", "C", "H", "H", "H", "H", "H", "H", "H"],
  "coordinates": [[-1.067, 3.288, 1.059], [0.139, 1.100, 1.276], [-0.636, 4.772, -3.113], [-0.306, 3.623, -2.212], [-0.876, 3.457, -1.133], [0.717, 2.888, -2.684], [1.423, 1.842, -1.950], [-1.357, 5.542, -2.838], [-0.916, 4.481, -4.125], [0.240, 5.373, -3.357], [1.139, 3.246, -3.529], [0.873, 0.901, -1.957], [1.721, 2.187, -0.960], [2.357, 1.634, -2.473], [4.284, 0.027, -0.147], [3.319, -0.962, -0.883], [3.692, -1.574, -1.882], [2.145, -1.169, -0.315], [1.264, -2.118, -0.965], [4.596, -0.424, 0.795], [3.709, 0.943, -0.285], [5.233, 0.182, -0.661], [1.820, -0.603, 0.456], [1.697, -2.718, -1.766], [0.433, -1.544, -1.375], [0.610, -2.792, -0.412], [-4.273, -4.133, 2.855], [-3.695, -2.735, 3.243], [-4.225, -2.069, 4.132], [-2.564, -2.313, 2.570], [-1.651, -1.250, 3.032], [-3.981, -4.413, 1.843], [-5.324, -3.850, 2.789], [-4.030, -4.919, 3.570], [-2.200, -2.890, 1.826], [-1.739, -1.300, 4.117], [-1.994, -0.330, 2.559], [-0.576, -1.378, 2.905]]
}

{
  "formula": "C2H5O3P",
  "method": "ωB97M-V/def2-TZVPD",
  "spin_multiplicity": 1,
  "e_tot_ha": -646.11524,
  "symbols": ["C", "C", "O", "O", "O", "P", "H", "H", "H", "H", "H"],
  "coordinates": [[-0.141, -0.159, -0.018], [-0.805, 2.066, 0.204], [0.980, -0.251, -0.355], [-1.002, 0.620, 0.417], [-0.203, -2.501, 0.430], [1.189, -2.617, -0.034], [-1.653, 2.441, -0.476], [0.216, 2.287, -0.214], [-0.977, 2.485, 1.231], [1.074, -3.818, -1.026], [1.913, -3.226, 0.992]]
}

{
  "formula": "C6H14O",
  "method": "ωB97M-V/def2-TZVPD",
  "smiles": "CCCCCOC",
  "spin_multiplicity": 1,
  "e_tot_ha": -312.17487,
  "symbols": ["C", "C", "C", "C", "C", "O", "C", "H", "H", "H", "H", "H", "H", "H", "H", "H", "H", "H", "H", "H", "H"],
  "coordinates": [[-0.458, 1.421, -0.159], [-0.300, 1.385, 1.361], [0.863, 0.494, 1.797], [0.759, -0.907, 1.158], [0.633, -1.013, -0.398], [-0.819, -1.104, -0.942], [-1.005, -1.050, -2.365], [-1.291, 2.042, -0.471], [-0.781, 0.427, -0.552], [0.464, 1.802, -0.630], [-0.165, 2.395, 1.769], [-1.222, 0.982, 1.800], [1.823, 0.970, 1.538], [0.880, 0.401, 2.899], [-0.092, -1.439, 1.593], [1.659, -1.474, 1.457], [1.289, -0.231, -0.839], [0.979, -1.976, -0.723], [-0.524, -0.172, -2.822], [-2.077, -0.992, -2.646], [-0.614, -1.962, -2.825]]
}

{
  "formula": "C45H55BCaCl7N8O2",
  "method": "ωB97M-V/def2-TZVPD",
  "total_charge": -1,
  "spin_multiplicity": 1,
  "e_tot_ha": -6260.39352,
  "symbols": ["Ca", "C", "C", "C", "C", "C", "C", "C", "C", "C", "N", "N", "B", "N", "N", "C", "C", "C", "C", "C", "C", "C", "C", "C", "N", "N", "C", "C", "C", "C", "C", "C", "C", "C", "C", "H", "H", "H", "H", "H", "H", "H", "H", "H", "H", "H", "H", "H", "H", "H", "H", "H", "H", "H", "H", "H", "H", "H", "H", "H", "H", "H", "H", "H", "H", "H", "H", "H", "H", "H", "H", "H", "H", "H", "H", "H", "H", "H", "H", "H", "H", "Cl", "C", "C", "C", "Cl", "C", "Cl", "C", "Cl", "C", "Cl", "C", "C", "C", "C", "N", "C", "C", "C", "C", "C", "C", "N", "H", "H", "H", "H", "H", "H", "H", "H", "Cl", "C", "Cl", "C", "O", "O", "H"],
  "coordinates": [[0.327, 1.335, 0.873], [5.364, 0.678, -0.485], [4.264, 0.012, 0.341], [4.852, -0.993, 1.331], [3.248, -0.644, -0.545], [3.437, -1.644, -1.508], [2.202, -1.835, -2.080], [1.968, -2.719, -3.264], [0.973, -3.816, -2.927], [1.608, -1.872, -4.485], [1.294, -1.024, -1.455], [1.989, -0.270, -0.525], [-0.226, -0.511, -1.460], [-1.442, -1.334, -0.774], [-1.691, -0.661, 0.417], [-2.673, -1.264, 1.047], [-3.098, -2.373, 0.311], [-2.311, -2.407, -0.820], [-2.505, -3.534, -1.810], [-3.959, -3.587, -2.294], [-2.157, -4.875, -1.148], [-3.176, -0.772, 2.374], [-2.495, -1.505, 3.532], [-4.694, -0.898, 2.467], [-0.488, 0.634, -2.537], [0.042, 1.795, -2.001], [-0.111, 2.756, -2.890], [-0.774, 2.264, -4.019], [-1.018, 0.934, -3.761], [-1.838, 0.100, -4.714], [-2.201, -1.262, -4.183], [-1.208, 0.039, -6.110], [0.340, 4.173, -2.668], [-0.837, 5.140, -2.827], [1.007, 4.368, -1.318], [6.090, 1.168, 0.168], [5.896, -0.061, -1.091], [4.946, 1.430, -1.155], [3.735, 0.786, 0.898], [5.438, -1.752, 0.805], [5.510, -0.492, 2.046], [4.062, -1.500, 1.886], [4.350, -2.143, -1.792], [2.931, -3.193, -3.466], [0.142, -3.392, -2.378], [0.590, -4.322, -3.816], [1.438, -4.559, -2.276], [0.872, -1.114, -4.225], [2.490, -1.339, -4.845], [1.214, -2.482, -5.302], [-0.101, 0.185, -0.568], [-3.881, -3.071, 0.560], [-1.875, -3.414, -2.677], [-4.627, -3.858, -1.475], [-4.292, -2.627, -2.686], [-4.068, -4.339, -3.079], [-2.876, -5.104, -0.359], [-2.186, -5.685, -1.881], [-1.166, -4.856, -0.696], [-2.909, 0.284, 2.435], [-2.671, -2.583, 3.465], [-1.420, -1.330, 3.523], [-2.886, -1.151, 4.489], [-5.005, -1.947, 2.439], [-5.054, -0.470, 3.404], [-5.184, -0.378, 1.642], [-1.084, 2.810, -4.896], [-2.776, 0.656, -4.824], [-1.318, -1.889, -4.085], [-2.666, -1.161, -3.206], [-2.900, -1.772, -4.850], [-0.201, -0.374, -6.079], [-1.815, -0.586, -6.769], [-1.142, 1.033, -6.551], [1.069, 4.398, -3.457], [-1.590, 4.940, -2.062], [-0.499, 6.172, -2.714], [-1.313, 5.041, -3.804], [0.289, 4.197, -0.516], [1.846, 3.688, -1.170], [1.375, 5.392, -1.219], [-0.373, 1.640, 4.225], [-1.621, 2.492, 3.316], [-1.665, 2.273, 1.952], [-2.694, 2.933, 1.307], [-2.855, 2.697, -0.430], [-3.601, 3.781, 1.938], [-4.850, 4.594, 1.055], [-3.491, 3.979, 3.313], [-4.590, 5.028, 4.136], [-2.487, 3.320, 4.020], [-2.344, 3.548, 5.729], [3.454, 1.839, 4.635], [3.202, 0.874, 5.589], [2.571, -0.298, 5.205], [2.184, -0.458, 3.878], [2.379, 0.499, 2.966], [3.022, 1.604, 3.338], [1.566, -1.733, 3.412], [1.705, -2.899, 4.162], [1.191, -4.084, 3.669], [0.570, -4.074, 2.436], [0.467, -2.865, 1.765], [0.934, -1.713, 2.239], [3.948, 2.770, 4.876], [3.492, 1.023, 6.622], [2.363, -1.063, 5.939], [3.197, 2.344, 2.566], [2.230, -2.891, 5.106], [1.290, -5.001, 4.237], [0.161, -4.975, 1.997], [-0.016, -2.819, 0.803], [-0.451, 5.660, 1.945], [1.193, 5.354, 2.529], [1.172, 4.997, 4.280], [1.901, 4.180, 1.811], [3.107, 4.328, 1.630], [1.180, 3.186, 1.525], [1.766, 6.263, 2.399]]
}